(1)
# C22H28ClN3O4

C22H28ClN3O4 in the gas phase in a non-equilibrium geometry (ωB97M-V/def2-TZVPD, the Open Molecules 2025 dataset).

Results
Lowest unoccupied orbital energy = 0.57 eV
Strongest force on any atom = 0.026 Eh/bohr
Molecular weight = 433.94 g/mol
Energy above the lowest of the compared OMol25 structures with the same formula, charge and spin = 244.0 kJ/mol
Orbital gap = 0.3365 hartree

The geometry in XYZ format:
```
58
Properties=species:S:1:pos:R:3:forces:R:3:nbo_charge:R:1
C 4.766446 1.393785 -1.462993 -0.26 -0.26 0.26 -0.64
C 3.901882 0.186284 -1.114321 0.18 0.03 -0.37 -0.06
O 3.091269 0.364197 0.029160 -0.19 0.04 0.22 -0.56
C 3.795233 0.437218 1.257575 0.05 0.25 0.28 -0.07
C 2.809115 0.312225 2.418890 0.18 -0.31 -0.37 -0.42
H 1.997569 1.023890 2.262052 -0.03 0.08 0.08 0.21
H 3.327256 0.572488 3.342241 0.01 0.04 0.02 0.22
C 2.234068 -1.097411 2.547927 -0.07 0.11 0.26 -0.22
N 1.442919 -1.423268 1.385297 0.27 0.17 -0.09 -0.65
C 0.247194 -2.030552 1.438348 0.13 -0.08 -0.39 0.67
O -0.262142 -2.433978 2.465254 -0.31 -0.15 0.30 -0.64
C -0.491300 -2.110267 0.084393 -0.22 -0.04 0.18 -0.15
N -1.463123 -1.026586 -0.024909 0.10 -0.20 0.08 -0.45
C -0.958260 0.279834 0.361018 -0.17 0.31 -0.28 -0.25
H -0.830571 0.363346 1.454400 0.06 -0.01 -0.06 0.18
C -1.956789 1.350948 -0.092603 0.59 0.11 0.08 -0.22
N -3.240637 1.106957 0.516318 -0.03 -0.15 -0.11 -0.42
C -3.902870 1.863237 1.424099 -0.11 -0.18 -0.26 0.63
O -4.909241 1.452669 1.985517 0.03 0.20 0.20 -0.63
C -3.444899 3.231698 1.736547 -0.63 0.49 1.06 0.15
C -3.915801 3.998310 2.773660 0.22 -0.62 -0.57 -0.23
C -3.270439 5.248459 2.675409 0.36 0.08 -0.42 -0.32
C -2.460431 5.163077 1.584675 -0.20 0.49 0.55 0.11
O -2.554751 3.953947 1.011386 0.11 -0.19 -0.34 -0.40
H -1.793097 5.867502 1.127754 0.10 0.01 -0.13 0.20
H -3.394551 6.092841 3.321411 0.03 0.21 0.09 0.23
H -4.633817 3.684271 3.502012 -0.17 -0.14 0.09 0.25
C -3.733052 -0.225314 0.230299 -0.26 -0.37 0.20 -0.23
C -2.716434 -1.279717 0.664522 -0.32 0.13 -0.05 -0.22
H -2.596076 -1.252140 1.758679 -0.03 -0.04 -0.06 0.20
H -3.085208 -2.267065 0.381008 0.01 0.00 0.04 0.21
H -3.902001 -0.309317 -0.848718 0.00 -0.02 0.03 0.19
H -4.674810 -0.357349 0.763942 0.12 -0.01 -0.13 0.25
H -2.074884 1.292107 -1.181390 0.07 0.04 0.04 0.19
H -1.581111 2.336178 0.166926 -0.04 -0.16 -0.08 0.24
H 0.006565 0.455755 -0.118936 0.01 0.05 0.04 0.22
C 0.436806 -2.152821 -1.104979 0.04 -0.01 -0.18 -0.05
C 1.501868 -3.050251 -1.113551 -0.10 0.08 -0.11 -0.14
C 2.371063 -3.112665 -2.185819 0.04 -0.01 -0.08 -0.25
C 2.172901 -2.271733 -3.269819 -0.20 0.03 0.13 -0.05
C 1.103004 -1.392876 -3.294518 0.18 -0.09 -0.12 -0.23
C 0.239872 -1.341222 -2.214240 0.05 -0.09 0.12 -0.20
H -0.606294 -0.674137 -2.232886 -0.09 0.09 0.02 0.24
H 0.947066 -0.756519 -4.151713 0.01 0.05 -0.09 0.23
Cl 3.274537 -2.321555 -4.604260 0.12 0.00 -0.13 0.00
H 3.195859 -3.807761 -2.185397 0.09 -0.06 -0.02 0.23
H 1.650376 -3.707683 -0.269517 0.06 -0.07 0.10 0.21
H -1.061161 -3.047675 0.102572 0.09 0.13 0.10 0.24
H 1.793819 -1.051165 0.512347 -0.12 -0.09 0.02 0.44
H 3.052377 -1.821254 2.656349 -0.06 0.05 0.09 0.18
H 1.586278 -1.179834 3.424957 0.12 -0.03 -0.08 0.23
H 4.324799 1.396768 1.331331 0.01 -0.12 -0.04 0.18
H 4.539675 -0.372024 1.305100 0.00 0.05 0.00 0.16
H 4.536840 -0.703145 -0.982977 -0.10 0.03 -0.03 0.16
H 3.193122 -0.009364 -1.923063 0.14 -0.06 0.04 0.20
H 4.151212 2.288533 -1.516236 -0.04 0.11 -0.03 0.21
H 5.548294 1.546940 -0.723072 0.10 0.06 0.02 0.20
H 5.233942 1.229721 -2.429533 0.09 0.00 -0.11 0.22
```
Forces are in eV/Å.

***

(2)
# C4H5N3

C4H5N3 as an isolated structure in a non-equilibrium geometry (ωB97M-V/def2-TZVPD, the Open Molecules 2025 dataset).

Results
Lowest unoccupied orbital energy = 0.70 eV
Strongest force on any atom = 0.086 Eh/bohr
Molecular weight = 95.10 g/mol
Energy above the lowest of the compared OMol25 structures with the same formula, charge and spin = 419.3 kJ/mol
Orbital gap = 0.3428 hartree

The geometry in XYZ format:
```
12
Properties=species:S:1:pos:R:3:forces:R:3:nbo_charge:R:1
C 0.643368 -0.389572 -1.431916 1.12 2.07 1.42 -0.31
C -0.161635 0.048275 -0.382323 0.93 1.18 1.65 0.25
C 0.498811 0.723873 0.771270 -1.56 -1.09 0.68 -0.48
C -0.870566 0.298318 1.403796 0.87 1.55 1.17 -0.22
N 0.160030 -1.218814 -2.202950 -2.24 -2.27 -3.04 0.11
N -0.520246 -1.847172 -2.820617 -0.44 -1.28 -0.87 0.05
N -1.335563 -0.175182 0.091677 -0.45 -0.23 -0.32 -0.43
H 1.669255 -0.231302 -1.451577 1.53 0.41 -0.01 0.23
H 1.413493 0.319007 1.102193 1.01 -0.91 0.55 0.21
H 0.618047 1.765161 0.804693 -0.04 1.57 -0.56 0.22
H -0.833161 -0.452383 2.167447 0.19 -0.92 0.08 0.19
H -1.281833 1.159790 1.948307 -0.93 -0.07 -0.74 0.18
```
Forces are in eV/Å.

***

(3)
# CHClO4S

A 2-piece molecular cluster, CHClO4S overall in a non-equilibrium geometry (ωB97M-V/def2-TZVPD, the Open Molecules 2025 dataset).

Results
Lowest unoccupied orbital energy = -0.11 eV
Strongest force on any atom = 0.051 Eh/bohr
Molecular weight = 144.54 g/mol
Energy above the lowest of the compared OMol25 structures with the same formula, charge and spin = 15.0 kJ/mol
Orbital gap = 0.3950 hartree

The geometry in XYZ format:
```
8
Properties=species:S:1:pos:R:3:forces:R:3:nbo_charge:R:1
C 2.453297 -0.912334 -0.040902 -0.33 -0.65 -0.31 1.03
O 2.814654 -1.594777 0.826997 0.02 0.56 -0.15 -0.51
O -1.509708 -0.514512 -0.302799 2.54 0.55 0.06 -0.90
O -2.450531 1.647894 0.087513 0.79 0.65 -0.12 -0.88
O 2.053452 -0.312603 -0.953191 0.32 0.05 0.37 -0.52
S -1.177876 1.116201 -0.356729 -2.12 -1.37 -0.06 1.55
Cl 0.243184 1.311099 1.170752 -0.34 -0.29 0.14 -0.27
H -2.426472 -0.740969 -0.431643 -0.88 0.49 0.05 0.51
```
Forces are in eV/Å.